Computed, not measured: one molecule with the formula C5H8N2O, with the ωB97M-V functional and the def2-TZVPD basis.

For the gap between HOMO and LUMO, the calculation gives 9.1 eV. The LUMO energy is 0.821 eV. The energy above the lowest of the compared OMol25 structures with the same formula, charge and spin comes out at 261.2 kJ/mol. Its SMILES is [H]/N=C\CC(=C)C(N)=O.

Geometry (Å):
1 H -3.248 -0.839 0.181
2 N -2.744 -0.747 -0.690
3 C -1.520 -0.659 -0.777
4 C -0.355 -1.284 0.518
5 C 0.274 0.011 0.449
6 C -0.401 1.170 0.728
7 C 1.452 0.091 -0.490
8 N 2.413 0.979 -0.125
9 O 1.483 -0.505 -1.552
10 H -0.927 -0.542 -1.672
11 H -1.005 -1.451 1.372
12 H 0.234 -2.117 0.152
13 H 0.019 2.136 0.496
14 H -1.244 1.173 1.403
15 H 3.235 1.056 -0.701
16 H 2.334 1.527 0.710

The Löwdin scheme yields these atomic charges, measured in e:
1. H 0.06
2. N 0.09
3. C -0.16
4. C -0.04
5. C -0.33
6. C 0.04
7. C -0.52
8. N 0.17
9. O 0.06
10. H 0.10
11. H 0.09
12. H 0.10
13. H 0.06
14. H 0.07
15. H 0.11
16. H 0.10

=====

Computed, not measured: C5H8N2O as an isolated structure, with the ωB97M-V functional and the def2-TZVPD basis.

For the gap between HOMO and LUMO, the calculation gives 9.0 eV. The LUMO energy is 0.411 eV. The energy above the lowest of the compared OMol25 structures with the same formula, charge and spin comes out at 288.9 kJ/mol.

Geometry (Å):
1 C -0.263 -0.092 0.039
2 C -0.737 -0.611 -1.326
3 C -1.289 -0.304 1.146
4 C 0.175 1.313 -0.082
5 N 1.830 0.968 -0.087
6 C 1.127 -0.751 0.363
7 O -0.254 2.405 0.079
8 N 1.687 -1.700 0.785
9 H 2.380 1.576 0.514
10 H 2.507 0.548 -0.719
11 H -1.712 -0.187 -1.585
12 H -1.327 -1.377 1.363
13 H -0.807 -1.701 -1.284
14 H -0.041 -0.351 -2.128
15 H -2.279 0.057 0.853
16 H -0.996 0.205 2.068

The Löwdin scheme yields these atomic charges, measured in e:
1. C -0.47
2. C -0.02
3. C -0.02
4. C -0.27
5. N 0.08
6. C -0.34
7. O 0.18
8. N 0.11
9. H 0.09
10. H 0.09
11. H 0.09
12. H 0.10
13. H 0.10
14. H 0.09
15. H 0.09
16. H 0.10

=====

Computed, not measured: one molecule with the formula C5H8N2O2, with the ωB97M-V functional and the def2-TZVPD basis.

For the gap between HOMO and LUMO, the calculation gives 10.3 eV. The LUMO energy is 0.767 eV. The energy above the lowest of the compared OMol25 structures with the same formula, charge and spin comes out at 425.5 kJ/mol. Its SMILES is CNC(=O)N1CCC1=O.

Geometry (Å):
1 C 1.802 -1.539 0.743
2 N 1.145 -1.570 -0.568
3 C 0.084 -0.926 -1.006
4 O -0.689 -1.332 -1.914
5 N -0.382 0.253 -0.303
6 C -1.672 0.934 -0.481
7 C -1.230 1.905 0.454
8 C 0.101 1.239 0.582
9 O 1.059 1.349 1.235
10 H 2.406 -2.258 0.703
11 H 0.946 -1.350 1.147
12 H 2.353 -0.527 0.896
13 H 1.443 -2.323 -1.190
14 H -1.734 1.169 -1.532
15 H -2.709 0.288 -0.367
16 H -0.971 2.759 0.177
17 H -1.953 1.929 1.425

The Löwdin scheme yields these atomic charges, measured in e:
1. C 0.01
2. N 0.04
3. C -0.46
4. O 0.02
5. N 0.08
6. C -0.16
7. C -0.09
8. C -0.43
9. O 0.14
10. H 0.02
11. H 0.03
12. H 0.12
13. H 0.16
14. H 0.11
15. H 0.18
16. H 0.04
17. H 0.19

=====

Computed, not measured: C5H8N2O2 as an isolated structure, with the ωB97M-V functional and the def2-TZVPD basis.

For the gap between HOMO and LUMO, the calculation gives 8.7 eV. The LUMO energy is 0.658 eV. The energy above the lowest of the compared OMol25 structures with the same formula, charge and spin comes out at 469.2 kJ/mol.

Geometry (Å):
1 C -2.179 -0.523 0.683
2 C -1.588 -1.636 1.104
3 C -1.129 0.471 0.496
4 C 1.051 1.134 -1.953
5 C 1.725 0.371 0.103
6 N -0.266 -1.520 1.064
7 N -0.008 -0.168 0.877
8 O -1.201 1.622 0.097
9 O 1.805 0.163 -1.248
10 H -3.198 -0.375 0.587
11 H -1.916 -2.617 1.426
12 H 0.936 0.631 -2.971
13 H 1.553 2.008 -1.780
14 H 0.078 1.404 -1.467
15 H 2.414 -0.137 0.685
16 H 1.668 1.308 0.610
17 H 0.255 -2.136 1.686

The Löwdin scheme yields these atomic charges, measured in e:
1. C 0.01
2. C -0.15
3. C -0.55
4. C -0.07
5. C 0.02
6. N -0.01
7. N 0.06
8. O -0.01
9. O -0.12
10. H 0.08
11. H 0.12
12. H 0.13
13. H 0.06
14. H 0.08
15. H 0.08
16. H 0.11
17. H 0.15

=====

Computed, not measured: one molecule with the formula C5H8N2O2, with the ωB97M-V functional and the def2-TZVPD basis.

For the gap between HOMO and LUMO, the calculation gives 10.0 eV. The LUMO energy is 0.773 eV. The energy above the lowest of the compared OMol25 structures with the same formula, charge and spin comes out at 294.2 kJ/mol. Its SMILES is C=CC(=O)N(C)C(N)=O.

Geometry (Å):
1 C -1.011 -0.887 2.631
2 C -1.346 -0.528 1.408
3 C -0.350 0.631 0.458
4 O -0.117 1.679 0.992
5 N 0.210 -0.138 -0.419
6 C -0.314 -1.251 -1.176
7 C 1.295 0.808 -1.449
8 N 1.691 2.018 -1.035
9 O 1.608 0.297 -2.496
10 H -1.690 -1.427 3.282
11 H -0.041 -0.634 3.039
12 H -2.255 -0.809 0.895
13 H -0.768 -0.929 -2.116
14 H 0.521 -1.884 -1.477
15 H -1.024 -1.932 -0.713
16 H 1.312 2.411 -0.185
17 H 2.280 2.573 -1.639

The Löwdin scheme yields these atomic charges, measured in e:
1. C -0.03
2. C -0.07
3. C -0.46
4. O 0.06
5. N 0.02
6. C -0.07
7. C -0.37
8. N 0.18
9. O 0.07
10. H 0.05
11. H 0.06
12. H 0.07
13. H 0.09
14. H 0.09
15. H 0.08
16. H 0.08
17. H 0.13

=====

Computed, not measured: one molecule with the formula C5H8N2O2S, with the ωB97M-V functional and the def2-TZVPD basis.

For the gap between HOMO and LUMO (spin up / spin down), the calculation gives 8.0 / 8.0 eV. The LUMO energy (spin up / spin down) is -0.860 / -0.859 eV. The energy above the lowest of the compared OMol25 structures with the same formula, charge and spin comes out at 660.6 kJ/mol.

Geometry (Å):
1 C 0.796 -0.181 0.674
2 C 0.485 -0.573 -0.808
3 C -0.860 -1.143 -1.218
4 C -1.709 0.944 0.596
5 C 2.046 -0.719 1.155
6 N 0.057 0.470 1.443
7 N -1.352 1.970 -0.208
8 O -1.172 3.052 0.324
9 O -1.108 1.661 -1.362
10 S -2.285 -0.523 -0.175
11 H 0.686 0.334 -1.421
12 H 1.242 -1.281 -0.963
13 H -1.163 -0.774 -2.269
14 H -0.851 -2.252 -1.055
15 H -2.132 1.238 1.524
16 H 2.116 -0.594 2.273
17 H 2.939 0.016 0.831
18 H 2.265 -1.646 0.659

The Löwdin scheme yields these atomic charges, measured in e:
1. C -0.46
2. C -0.20
3. C -0.41
4. C -0.44
5. C -0.06
6. N 0.22
7. N -0.46
8. O 0.09
9. O 0.01
10. S 0.91
11. H 0.12
12. H 0.07
13. H 0.10
14. H 0.09
15. H 0.09
16. H 0.10
17. H 0.15
18. H 0.07

=====

Computed, not measured: one molecule with the formula C5H8N2O2S, with the ωB97M-V functional and the def2-TZVPD basis.

For the gap between HOMO and LUMO (spin up / spin down), the calculation gives 8.6 / 8.6 eV. The LUMO energy (spin up / spin down) is -0.117 / -0.115 eV. The energy above the lowest of the compared OMol25 structures with the same formula, charge and spin comes out at 632.9 kJ/mol.

Geometry (Å):
1 C 1.589 0.793 -1.076
2 C 0.287 0.749 -0.519
3 C 1.957 -0.144 -2.215
4 C -2.279 -0.903 1.743
5 C -1.215 -1.383 0.774
6 N 2.239 1.833 -0.619
7 N 0.366 1.937 0.555
8 O -0.380 2.260 1.482
9 O 1.554 2.480 0.367
10 S -1.085 -0.253 -0.705
11 H 1.002 -0.677 -2.435
12 H 2.361 0.353 -3.108
13 H 2.547 -0.895 -1.833
14 H -2.301 -1.641 2.624
15 H -1.902 0.018 2.167
16 H -3.190 -0.758 1.199
17 H -1.299 -2.367 0.307
18 H -0.252 -1.400 1.291

The Löwdin scheme yields these atomic charges, measured in e:
1. C -0.35
2. C -0.43
3. C -0.01
4. C -0.16
5. C -0.49
6. N 0.09
7. N -0.21
8. O 0.04
9. O 0.04
10. S 0.94
11. H 0.07
12. H 0.10
13. H 0.05
14. H 0.10
15. H 0.05
16. H 0.06
17. H 0.06
18. H 0.08

=====

Computed, not measured: a 2-piece molecular cluster, C5H8N2O3 overall, with the ωB97M-V functional and the def2-TZVPD basis.

For the gap between HOMO and LUMO, the calculation gives 10.8 eV. The LUMO energy is 0.511 eV. The energy above the lowest of the compared OMol25 structures with the same formula, charge and spin comes out at 341.5 kJ/mol. Its SMILES is N#CC[C@@H]1OC/C1=N\O.O.

Geometry (Å):
1 N 2.019 1.965 -1.616
2 C 1.489 1.004 -1.250
3 C 0.769 -0.220 -0.878
4 C -0.719 0.030 -0.639
5 O -0.979 0.848 0.516
6 C -1.768 -0.169 1.167
7 C -1.517 -1.082 0.001
8 N -1.820 -2.248 -0.370
9 O -2.617 -2.891 0.556
10 H 1.234 -0.640 0.025
11 H 0.882 -0.953 -1.690
12 H -1.193 0.447 -1.541
13 H -2.818 0.131 1.309
14 H -1.338 -0.496 2.125
15 H -2.806 -3.756 0.174
16 O 3.900 2.938 0.936
17 H 3.630 2.037 1.167
18 H 3.651 3.057 0.006

The Löwdin scheme yields these atomic charges, measured in e:
1. N 0.16
2. C -0.19
3. C -0.10
4. C -0.26
5. O -0.06
6. C -0.08
7. C -0.23
8. N 0.05
9. O -0.04
10. H 0.14
11. H 0.14
12. H 0.16
13. H 0.13
14. H 0.13
15. H 0.10
16. O -0.08
17. H 0.02
18. H 0.01

=====

Computed, not measured: one molecule with the formula C5H8N2O3, with the ωB97M-V functional and the def2-TZVPD basis.

For the gap between HOMO and LUMO, the calculation gives 10.0 eV. The LUMO energy is 0.242 eV. The energy above the lowest of the compared OMol25 structures with the same formula, charge and spin comes out at 143.4 kJ/mol. Its SMILES is [H]/N=C(/O)C1(O)CN(C=O)C1.

Geometry (Å):
1 H 0.445 -2.134 -0.481
2 N 1.408 -1.913 -0.233
3 C 1.636 -0.663 -0.226
4 O 2.845 -0.228 0.136
5 C 0.636 0.486 -0.279
6 O 1.247 1.685 -0.626
7 C -0.296 0.535 0.983
8 N -1.404 0.156 0.114
9 C -2.663 -0.210 0.347
10 O -3.459 -0.539 -0.528
11 C -0.634 0.215 -1.120
12 H 3.083 -0.724 0.961
13 H 2.088 1.765 -0.161
14 H -0.074 -0.181 1.783
15 H -0.379 1.554 1.384
16 H -2.937 -0.169 1.420
17 H -0.890 1.074 -1.756
18 H -0.652 -0.707 -1.716

The Löwdin scheme yields these atomic charges, measured in e:
1. H 0.06
2. N 0.19
3. C -0.43
4. O 0.06
5. C -0.40
6. O 0.03
7. C -0.03
8. N -0.07
9. C -0.33
10. O 0.01
11. C -0.03
12. H 0.15
13. H 0.10
14. H 0.13
15. H 0.13
16. H 0.14
17. H 0.14
18. H 0.13

=====

Computed, not measured: one molecule with the formula C5H8N2OS, with the ωB97M-V functional and the def2-TZVPD basis.

For the gap between HOMO and LUMO (spin up / spin down), the calculation gives 4.7 / 6.8 eV. The LUMO energy (spin up / spin down) is 0.899 / -1.812 eV. The energy above the lowest of the compared OMol25 structures with the same formula, charge and spin comes out at 93.2 kJ/mol. Its spin multiplicity is 3.

Geometry (Å):
1 C -1.633 -0.499 -0.495
2 C -1.422 0.785 -0.140
3 C 0.581 -0.207 -0.374
4 C -0.179 -2.477 -0.999
5 C 1.208 2.178 1.462
6 N -0.411 -1.111 -0.630
7 N -0.061 0.961 -0.071
8 O 0.534 2.162 0.209
9 S 2.204 -0.499 -0.387
10 H -2.549 -1.029 -0.660
11 H -2.098 1.591 0.052
12 H -0.430 -2.643 -2.049
13 H 0.882 -2.684 -0.849
14 H -0.775 -3.144 -0.375
15 H 1.599 3.188 1.550
16 H 2.030 1.459 1.469
17 H 0.517 1.969 2.284

The Löwdin scheme yields these atomic charges, measured in e:
1. C -0.04
2. C 0.00
3. C -0.83
4. C -0.06
5. C -0.08
6. N -0.16
7. N -0.14
8. O -0.10
9. S 0.72
10. H 0.12
11. H 0.13
12. H 0.09
13. H 0.04
14. H 0.09
15. H 0.09
16. H 0.04
17. H 0.09

=====

Computed, not measured: a 2-piece molecular cluster, C5H8N2S overall, with the ωB97M-V functional and the def2-TZVPD basis.

For the gap between HOMO and LUMO, the calculation gives 7.9 eV. The LUMO energy is -0.086 eV. The energy above the lowest of the compared OMol25 structures with the same formula, charge and spin comes out at 467.4 kJ/mol.

Geometry (Å):
1 C -1.822 -0.566 -0.106
2 C -1.165 0.328 0.987
3 C -0.267 0.834 -0.354
4 C 2.033 0.706 -0.016
5 C -0.503 -0.580 -0.843
6 H -2.471 -0.092 -0.909
7 H -2.085 -1.625 0.101
8 H -0.463 0.034 1.867
9 H -1.841 1.169 1.395
10 H -0.966 1.553 -0.807
11 H 2.959 1.141 0.363
12 H 3.319 -1.156 0.250
13 H -0.438 -0.868 -1.880
14 N 0.969 1.439 -0.200
15 N 2.053 -0.597 0.038
16 S 0.689 -1.721 0.113

The Löwdin scheme yields these atomic charges, measured in e:
1. C -0.23
2. C -0.13
3. C -0.39
4. C -0.37
5. C -0.50
6. H 0.14
7. H 0.10
8. H 0.11
9. H 0.10
10. H 0.13
11. H 0.11
12. H 0.28
13. H 0.09
14. N 0.04
15. N -0.36
16. S 0.88

=====

Computed, not measured: one molecule with the formula C5H8N2S, with the ωB97M-V functional and the def2-TZVPD basis.

For the gap between HOMO and LUMO, the calculation gives 9.9 eV. The LUMO energy is 0.821 eV. The energy above the lowest of the compared OMol25 structures with the same formula, charge and spin comes out at 96.4 kJ/mol. Its SMILES is Cc1cc(S)nn1C.

Geometry (Å):
1 C 2.741 0.730 -0.076
2 C 1.259 0.393 -0.101
3 C 0.137 1.198 0.092
4 C -0.941 0.300 0.041
5 S -2.677 0.723 0.390
6 N -0.551 -0.982 -0.085
7 N 0.821 -0.899 -0.256
8 C 1.613 -2.101 -0.303
9 H 3.093 0.608 0.954
10 H 3.020 1.757 -0.397
11 H 3.379 0.089 -0.632
12 H 0.156 2.312 0.090
13 H -3.041 0.956 -0.902
14 H 2.138 -2.308 0.636
15 H 0.956 -2.965 -0.445
16 H 2.390 -1.978 -1.073

The Löwdin scheme yields these atomic charges, measured in e:
1. C -0.02
2. C -0.27
3. C -0.07
4. C -0.70
5. S 0.71
6. N 0.07
7. N -0.17
8. C -0.03
9. H 0.08
10. H 0.09
11. H 0.05
12. H 0.12
13. H -0.14
14. H 0.09
15. H 0.09
16. H 0.09